No. 1
Formula: C10H7N2O
Source: OMol25
Level of theory: ωB97M-V/def2-TZVPD

Output
E_tot	-570.01260	a.u.
LUMO level	2.70	eV
gap between HOMO and LUMO	5.418	eV
E_HOMO	-2.722	eV
total charge	-1

```
20
Properties=species:S:1:pos:R:3:forces:R:3
C -2.9572 0.3289 1.1311 -0.237 0.044 -0.018
C -2.4942 -0.9690 1.1150 -0.239 -0.317 0.000
C -1.1422 -1.2205 1.0719 0.488 0.062 0.079
C -0.2354 -0.1706 1.0347 -0.688 0.139 0.023
C 1.2006 -0.4103 0.9067 0.613 0.047 -0.239
O 1.9784 0.3957 0.4772 0.128 0.634 0.551
C -0.7086 1.1331 1.0642 0.160 0.113 -0.018
C -2.0620 1.3805 1.1144 -0.083 0.215 0.024
H -4.0187 0.5192 1.1434 -0.156 0.048 0.037
H -3.1884 -1.7928 1.1228 -0.148 -0.133 -0.006
H -0.7688 -2.2281 1.0483 0.064 -0.331 -0.032
H 1.5923 -1.3781 1.1915 -0.081 -0.885 0.232
H 0.0020 1.9418 1.0449 0.156 0.137 -0.071
H -2.4276 2.3937 1.1308 -0.036 0.198 0.002
C 2.3988 0.3922 -2.2410 -1.004 2.321 1.329
C 1.5271 -0.3220 -2.9529 -3.060 -2.535 -2.542
N 0.7495 -0.9608 -3.5753 0.981 0.901 0.882
C 3.6939 0.0793 -2.1848 4.835 -1.187 0.097
N 4.8431 -0.1993 -2.1387 -1.721 0.467 -0.027
H 2.0174 1.0871 -1.5043 0.028 0.060 -0.301
```
Forces are in eV/Å.

=====

No. 2
Formula: C9H9N
Source: OMol25
Level of theory: ωB97M-V/def2-TZVPD

Output
SMILES string	c1ccc2c(c1)C[C@H]1CN21
E_tot	-403.01575	a.u.
energy relative to the best compared isomer or geometry (same formula, charge and spin)	175.9	kJ/mol
LUMO level	1.01	eV
gap between HOMO and LUMO	9.427	eV
E_HOMO	-8.420	eV

```
19
Properties=species:S:1:pos:R:3:forces:R:3
C 0.0463 2.6360 -0.2054 0.081 0.797 0.835
C 0.5615 2.4378 1.1161 1.347 -1.640 0.013
C 0.7107 1.1340 1.6574 -0.649 -1.654 -0.476
C 0.1531 0.0592 0.9013 1.002 1.807 -0.050
C -0.4798 0.3154 -0.3092 0.596 0.715 -0.438
C -0.4327 1.5665 -0.9524 -0.801 -0.030 0.737
C -1.0463 -0.9293 -0.8310 0.258 -1.922 -3.583
C -0.5543 -2.0708 0.0526 1.303 3.092 0.699
C 0.8645 -2.1989 0.3001 1.184 0.308 -2.927
N 0.2841 -1.2963 1.2530 -1.496 -0.771 -0.454
H -0.0623 3.6613 -0.6278 0.428 -0.880 0.473
H 1.1787 3.1269 1.6900 -0.746 0.789 -0.439
H 1.2338 0.7535 2.6087 -0.733 1.470 -1.414
H -0.8898 1.7480 -1.9522 0.470 -0.338 0.892
H -2.1182 -0.9768 -0.8424 -0.713 0.362 0.208
H -0.8056 -1.0412 -2.0295 -0.215 -0.019 2.844
H -1.2054 -2.7739 0.4205 -1.508 -1.430 0.686
H 1.1536 -3.1025 0.7523 0.632 -0.991 0.508
H 1.4819 -1.9518 -0.6425 -0.439 0.334 1.885
```
Forces are in eV/Å.

=====

No. 3
Formula: C30H30F4N7O4Rh
Source: OMol25
Level of theory: ωB97M-V/def2-TZVPD

Output
2S+1	5
⟨S²⟩	6.045
E_tot	-2355.11789	a.u.
energy relative to the best compared isomer or geometry (same formula, charge and spin)	17.4	kJ/mol
LUMO level (alpha / beta)	-1.27 / -1.94	eV
gap between HOMO and LUMO (alpha / beta)	3.401 / 5.578	eV
E_HOMO (alpha / beta)	-4.671 / -7.516	eV

```
76
Properties=species:S:1:pos:R:3:forces:R:3
Rh -0.3593 0.4859 -0.4876 -0.030 0.397 -0.058
F -6.1824 -2.6563 -2.3938 -0.007 0.006 -0.009
C -4.9169 -3.1621 -2.4557 0.038 0.063 -0.051
C -3.8725 -2.3839 -2.0394 -0.046 0.009 -0.009
C -2.5367 -2.8768 -2.1507 0.036 -0.005 0.002
C -1.4669 -2.0329 -1.7734 0.010 0.012 -0.004
O -1.7451 -0.8665 -1.2994 -0.021 0.008 0.050
C -0.1328 -2.5458 -1.9513 0.014 -0.018 -0.053
C 0.0179 -3.8213 -2.3722 -0.014 0.012 0.008
N -1.0088 -4.6743 -2.6785 0.019 0.033 -0.011
C -0.5892 -6.0164 -3.0213 -0.011 0.004 0.005
C -1.1080 -6.8485 -4.1534 -0.011 0.010 0.006
C -1.3231 -7.2837 -2.7141 0.034 -0.014 0.017
C -2.3289 -4.2029 -2.6436 -0.008 0.017 0.015
C -3.4197 -4.9545 -3.0390 -0.020 -0.008 0.053
C -4.7455 -4.4422 -2.9472 0.017 -0.081 0.070
N -5.8039 -5.2613 -3.4544 0.039 0.024 -0.093
C -7.0770 -5.2607 -2.7566 -0.019 -0.026 0.042
C -7.8848 -6.4800 -3.2730 -0.024 0.000 -0.011
N -6.9256 -7.3089 -4.0688 0.033 0.040 0.012
C -6.5535 -6.5978 -5.3346 -0.029 0.001 -0.011
C -6.0198 -5.2121 -4.8970 -0.057 0.065 0.009
C 1.1454 -1.7743 -1.7484 -0.074 -0.085 0.071
O 2.2176 -2.3558 -1.7742 0.016 0.019 0.026
O 1.0335 -0.4913 -1.5687 0.091 0.009 -0.070
H -4.0393 -1.3930 -1.6442 0.015 -0.002 -0.002
H 1.0198 -4.2094 -2.4847 0.005 -0.002 0.009
H 0.4775 -6.0880 -2.8744 0.003 -0.012 -0.017
H -0.3761 -7.3790 -4.7461 0.002 0.005 -0.003
H -1.9544 -6.4817 -4.7124 -0.007 -0.008 -0.008
H -0.7247 -8.1015 -2.3375 -0.009 -0.004 0.005
H -2.3147 -7.2279 -2.2941 0.005 0.009 -0.011
H -3.3227 -5.9626 -3.4026 -0.006 0.006 -0.005
H -7.6627 -4.3533 -2.9250 0.010 0.002 0.006
H -6.8844 -5.3431 -1.6878 0.004 -0.005 -0.014
H -8.6927 -6.1934 -3.9431 -0.010 -0.024 0.006
H -8.2887 -7.0924 -2.4704 0.010 0.007 0.009
H -7.2406 -8.2621 -4.2241 -0.042 0.014 -0.030
H -6.0530 -7.2803 -3.5173 0.035 -0.081 0.030
H -7.4417 -6.5384 -5.9597 0.007 -0.025 -0.006
H -5.7983 -7.2023 -5.8334 0.011 0.014 0.002
H -6.7312 -4.4242 -5.1764 0.012 0.003 -0.007
H -5.0732 -5.0006 -5.3872 -0.003 -0.013 0.002
F 2.0794 1.2619 0.7075 -0.026 0.015 -0.061
C 0.9285 1.8785 0.2782 -0.006 0.029 -0.135
F 0.5196 2.6177 1.3343 -0.042 -0.038 0.023
F 1.3298 2.7754 -0.6610 0.022 -0.004 0.014
O 0.2043 -0.9990 1.3387 -0.066 -0.245 0.243
N 1.2474 -1.6047 1.3184 0.132 -0.007 0.043
C 2.3418 -1.4612 1.9805 -0.086 -0.003 -0.122
C 3.4039 -2.3911 1.7500 0.059 -0.087 -0.045
N 4.2667 -3.1367 1.6267 0.002 0.010 0.009
C 2.4821 -0.4402 2.9756 -0.045 0.067 0.086
N 2.5660 0.3409 3.8119 0.027 -0.019 0.005
C -3.7171 4.0777 -3.0363 -0.035 0.028 0.006
N -2.7271 3.0400 -2.8865 0.193 -0.098 -0.133
C -3.2659 1.7172 -3.1356 -0.105 -0.009 0.041
C -1.8610 3.1107 -1.7193 -0.077 -0.029 0.088
C -2.4629 2.6116 -0.4170 0.018 0.129 -0.012
C -3.5473 3.2679 0.1646 0.063 0.023 -0.010
C -4.1425 2.7811 1.3180 -0.001 -0.019 0.012
C -3.6623 1.6195 1.9091 0.009 0.023 -0.002
C -2.5777 0.9671 1.3449 -0.019 -0.028 0.029
C -1.9552 1.4689 0.2008 -0.042 -0.195 0.008
H -4.0414 4.1213 -4.0795 -0.002 -0.010 -0.002
H -3.2890 5.0476 -2.7779 0.010 -0.010 -0.009
H -4.6199 3.9206 -2.4237 0.007 -0.001 0.027
H -3.4389 1.5730 -4.2056 -0.033 0.041 0.004
H -4.2218 1.5447 -2.6120 0.057 -0.002 0.024
H -2.5727 0.9505 -2.7906 0.042 -0.012 -0.054
H -1.5102 4.1398 -1.6050 -0.049 0.006 -0.029
H -0.9702 2.5091 -1.9455 -0.017 0.062 0.022
H -3.9207 4.1821 -0.2793 -0.010 0.009 -0.019
H -4.9813 3.3079 1.7559 -0.001 0.000 0.001
H -4.1270 1.2286 2.8058 -0.001 0.003 0.001
H -2.2092 0.0588 1.8103 0.000 -0.001 -0.023
```
Forces are in eV/Å.

=====

No. 4
Formula: C36H51BrN3NiOP2
Source: OMol25
Level of theory: ωB97M-V/def2-TZVPD

Output
2S+1	3
⟨S²⟩	2.023
E_tot	-6406.58942	a.u.
LUMO level (alpha / beta)	-2.77 / -2.95	eV
gap between HOMO and LUMO (alpha / beta)	5.677 / 5.498	eV
E_HOMO (alpha / beta)	-8.448 / -8.452	eV
total charge	+1

```
95
Properties=species:S:1:pos:R:3:forces:R:3
C 2.0087 0.3592 -1.7364 0.780 0.391 -0.840
C -0.1198 -0.3649 -2.4264 -1.359 -1.638 1.249
C 2.5066 0.2102 -3.0367 0.297 0.096 1.303
C 0.4539 -0.8715 -3.6052 0.375 0.832 -0.754
C 1.7182 -0.4641 -3.9656 -0.701 -0.223 -0.198
H 3.5191 0.5326 -3.2590 -0.157 -0.073 -0.029
H -0.2441 -1.3224 -4.2935 0.158 -0.133 -0.296
H 2.0635 -0.6001 -4.9825 0.143 -0.270 0.065
N 0.7289 0.0631 -1.4281 0.094 1.409 0.451
P 2.4094 0.4185 1.0492 1.152 0.214 -0.847
P -2.2012 0.2805 -0.7931 -0.085 0.168 0.689
C 2.9760 0.9045 -0.6504 -0.430 -0.177 -0.273
H 3.9994 0.5409 -0.8457 -0.458 0.069 0.009
H 3.0476 2.0087 -0.7030 -0.204 -0.435 0.021
C -0.0505 0.6393 2.6956 -4.159 -0.626 4.794
O -0.6601 0.5131 3.6856 2.964 0.483 -3.783
C -1.5644 -0.4066 -2.2987 2.548 -3.876 1.952
H -1.9848 -1.4067 -2.5231 0.180 0.659 -0.607
C -3.6485 -0.7055 0.2180 0.430 0.329 -0.804
C -2.9517 1.5376 -1.9504 -0.604 0.099 0.882
C 3.2285 -1.2924 1.2675 0.067 0.212 0.239
C 3.2481 1.7002 2.1760 0.032 -0.462 -0.128
C -3.2873 -1.0031 1.6844 0.211 -0.050 -0.049
H -3.0647 -0.0875 2.2495 -0.024 -0.153 -0.141
H -4.1549 -1.4908 2.1745 0.364 0.258 -0.299
H -2.4387 -1.6863 1.7748 -0.157 0.154 0.039
C -4.9153 0.1534 0.2787 -0.284 -0.010 -0.091
H -4.7369 1.0980 0.8078 0.000 -0.183 -0.134
H -5.3396 0.3718 -0.7051 0.126 -0.032 0.202
H -5.6900 -0.3838 0.8504 0.236 0.045 -0.144
C -3.8991 -2.0297 -0.5041 -0.273 -0.208 0.107
H -4.7283 -2.5569 0.0014 0.304 0.046 -0.125
H -4.2057 -1.8911 -1.5472 0.108 -0.064 0.230
H -3.0056 -2.6747 -0.4811 -0.385 0.218 -0.032
C -3.5717 2.6893 -1.1784 -0.406 0.702 -0.454
H -2.9763 2.9427 -0.2908 -0.196 0.013 -0.192
H -3.5743 3.5586 -1.8485 -0.234 0.127 0.337
H -4.6054 2.4825 -0.8841 0.288 0.153 0.046
C -1.8164 2.0877 -2.8302 0.029 0.023 -0.452
H -1.0139 2.5153 -2.2177 -0.164 0.129 -0.238
H -1.3784 1.3041 -3.4710 -0.389 0.787 0.350
H -2.2364 2.8410 -3.4989 0.005 0.328 0.192
C -3.9559 0.7381 -2.8211 -0.214 0.200 -0.476
H -3.9281 -0.3530 -2.6695 -0.059 0.676 -0.022
H -4.9860 1.0755 -2.6679 0.134 0.060 -0.070
H -3.6961 0.8859 -3.8764 -0.218 -0.014 0.124
C 3.0071 1.2924 3.6390 0.225 0.264 0.095
H 3.2530 2.1574 4.2728 -0.086 -0.255 -0.038
H 1.9548 1.0296 3.8234 0.429 0.055 0.091
H 3.6537 0.4623 3.9505 -0.239 0.258 -0.083
C 2.5875 3.0680 1.9496 -0.106 0.082 -0.008
H 2.7425 3.4448 0.9302 -0.047 -0.067 0.203
H 1.5132 3.0545 2.1605 0.189 0.000 -0.017
H 3.0502 3.7902 2.6410 -0.114 -0.210 -0.214
C 4.7505 1.8668 1.9000 0.189 0.216 0.249
H 5.0658 2.8220 2.3450 0.003 -0.185 -0.138
H 5.3593 1.0895 2.3719 -0.189 0.239 -0.223
H 4.9834 1.9103 0.8283 -0.034 -0.009 0.261
C 2.8505 -2.2491 0.1243 -0.257 -0.063 -0.024
H 3.4397 -3.1744 0.2240 0.024 0.391 -0.081
H 1.8169 -2.5646 0.2041 0.134 0.121 -0.194
H 3.0033 -1.8153 -0.8702 0.088 -0.182 0.157
C 2.7358 -1.8836 2.5984 0.131 -0.272 0.085
H 1.6423 -1.9408 2.6382 0.150 0.018 -0.012
H 3.1249 -2.9089 2.6868 -0.103 0.191 0.020
H 3.0857 -1.3271 3.4754 -0.088 -0.194 -0.292
C 4.7596 -1.2254 1.2557 0.308 -0.168 0.199
H 5.1533 -0.7118 0.3705 -0.052 -0.040 0.230
H 5.1831 -0.7757 2.1586 -0.146 -0.085 -0.233
H 5.1430 -2.2566 1.2115 -0.108 0.254 0.035
Ni 0.0387 0.5925 0.6946 -0.035 -0.648 -1.310
N -0.2233 -1.3350 0.8442 0.180 -6.525 -0.773
C -0.2569 -2.5061 0.5817 -1.629 5.542 -1.209
C -0.6170 -3.7460 -0.0920 0.059 -1.290 -0.504
C -0.6664 -4.8072 0.8156 0.694 -0.238 0.272
C -0.8179 -4.0520 -1.4993 0.482 -0.436 0.114
C -0.7238 -6.1493 0.4437 -0.262 0.589 -0.432
H -0.5274 -4.5344 1.8573 -0.056 -0.262 0.040
C -0.9095 -5.4082 -1.9096 0.056 0.016 0.968
H -0.8711 -3.3243 -2.3173 0.234 0.152 0.792
C -0.8444 -6.4322 -0.9331 0.013 -0.368 0.702
H -0.6441 -6.8895 1.2640 -0.216 0.251 -1.007
H -0.9939 -5.7330 -2.9794 -0.014 0.785 1.158
H -0.8962 -7.4988 -1.2013 0.070 0.676 -0.200
Br 1.0512 5.5845 -1.6528 -0.391 -0.331 0.501
C 0.0771 4.6472 -0.2981 0.256 -0.318 -0.455
C -0.7137 5.3208 0.6220 0.018 -0.167 -0.013
C -1.3839 4.5632 1.5808 -0.012 -0.298 0.079
C -1.2230 3.1773 1.6160 0.706 0.045 -0.831
N -0.4145 2.5265 0.7333 0.162 2.207 -0.979
C 0.1967 3.2571 -0.2540 -0.678 0.163 1.415
H -0.7964 6.4054 0.5698 -0.049 -0.283 0.110
H -2.0347 5.0304 2.3182 0.169 -0.053 -0.229
H -1.7559 2.5738 2.3547 0.253 0.152 -0.281
H 0.8135 2.7214 -0.9723 -0.177 0.028 0.202
```
Forces are in eV/Å.